No. 1
The following is a DFT calculation (ωB97M-V with the def2-TZVPD basis set) of a 2-piece molecular cluster, C6H10N2OP overall at a distorted geometry.

Last column: natural (NBO) charge in e.
Element x y z (Å)
C -0.677 -0.226 -0.134  0.772
C 1.419 -1.450 -0.456  0.702
C -0.976 1.142 -0.050  -0.581
C 2.104 -0.151 -0.760  -0.518
C 0.362 1.815 -0.472  -0.378
C 1.641 1.101 0.013  -0.419
N -3.294 -0.568 1.450  -0.948
N -0.005 -1.183 -0.252  -0.399
O 1.833 -2.543 -0.380  -0.377
P -3.138 -2.037 1.309  1.079
H -1.812 1.433 -0.690  0.316
H -1.277 1.378 0.976  0.324
H 3.167 -0.319 -0.566  0.279
H 1.995 0.015 -1.838  0.262
H 0.385 1.924 -1.557  0.229
H 0.357 2.816 -0.039  0.261
H 1.552 0.863 1.074  0.222
H 2.449 1.826 -0.083  0.261
H -2.081 -2.774 0.736  -0.065
H -4.003 -3.062 1.721  -0.022

Output
- gap between HOMO and LUMO (eV) = 8.265
- E_LUMO (eV) = -5.087
- 2S+1 = 1
- energy above the lowest of the compared OMol25 structures with the same formula, charge and spin (kcal per mole) = 70.9
- highest occupied orbital energy (eV) = -13.35
- charge = +1


No. 2
The following is a DFT calculation (ωB97M-V with the def2-TZVPD basis set) of a 2-piece molecular cluster, C3H8O overall at a distorted geometry.

Last column: natural (NBO) charge in e.
Element x y z (Å)
C 1.395 0.163 0.362  -0.399
C 0.428 0.047 1.288  -0.175
C -0.998 0.464 1.045  -0.651
H 2.460 -0.073 0.469  0.209
H 1.072 0.654 -0.563  0.177
H 0.685 -0.292 2.300  0.195
H -1.666 -0.398 0.880  0.218
H -1.050 1.124 0.164  0.206
H -1.357 1.023 1.926  0.220
O -0.220 -1.287 -2.685  -0.937
H -0.834 -0.930 -2.003  0.470
H 0.087 -0.494 -3.181  0.469

Output
- gap between HOMO and LUMO (eV) = 10.556
- E_LUMO (eV) = 0.887
- structure (SMILES) = C=CC.O
- 2S+1 = 1
- energy above the lowest of the compared OMol25 structures with the same formula, charge and spin (kcal per mole) = 19.9
- highest occupied orbital energy (eV) = -9.67
- charge = 0


No. 3
The following is a DFT calculation (ωB97M-V with the def2-TZVPD basis set) of C5H8O3 as an isolated structure at a distorted geometry.

Last column: natural (NBO) charge in e.
Element x y z (Å)
C -2.766 0.470 -0.104  -0.334
C -0.620 -0.607 0.257  0.096
C 0.684 -0.990 -0.286  0.092
C 2.570 0.201 -0.195  0.194
C 0.395 0.407 0.449  -0.026
H -2.756 0.691 1.248  0.205
H -4.118 -0.153 -0.336  0.230
H -2.266 1.441 -0.900  0.242
H -0.624 -0.784 1.309  0.210
H 0.724 -0.764 -1.498  0.150
H 3.543 0.403 0.297  0.183
H 2.934 0.370 -1.207  0.155
H 0.735 0.087 1.496  0.164
O -1.905 -0.721 -0.406  -0.554
O 1.969 -1.154 0.095  -0.506
O 1.499 1.100 -0.219  -0.504

Output
- gap between HOMO and LUMO (eV) = 9.365
- E_LUMO (eV) = 0.535
- 2S+1 = 1
- energy above the lowest of the compared OMol25 structures with the same formula, charge and spin (kcal per mole) = 261.3
- highest occupied orbital energy (eV) = -8.83
- charge = 0